Molecular formula: C47H78FNO30P2
Method: DFT, ωB97M-V with the def2-TZVPD basis set

Calculated values
- SMILES: CCOP(=O)(CC[C@@](OC(=O)N=C(C)C)([C@H](F)CC)P(C)O)OCC.C[C@@H]1COC(=O)O1.C[C@@H]1COC(=O)O1.C[C@@H]1COC(=O)O1.C[C@@H]1COC(=O)O1.C[C@@H]1COC(=O)O1.C[C@@H]1COC(=O)O1.C[C@@H]1COC(=O)O1.C[C@@H]1COC(=O)O1
- Electronic energy: -134216.768 eV
- HOMO-LUMO gap: 0.298 hartree

Structure (ORCA input):
```
! wB97M-V def2-TZVPD RIJCOSX def2/J DEFGRID3
* xyz 0 1
C -0.360 1.041 5.917
C -0.874 2.401 5.425
O -1.044 2.380 3.986
P -2.397 1.634 3.555
O -3.113 1.029 4.676
C -2.054 0.319 2.343
C -0.986 0.727 1.290
C -1.172 0.113 -0.100
O -0.462 -1.131 -0.317
C -0.675 -2.088 0.596
O -1.722 -2.372 1.053
N 0.514 -2.796 0.963
C 0.748 -3.690 0.076
C 1.576 -3.442 -1.155
C 0.163 -5.063 0.197
C -2.661 0.010 -0.547
F -2.640 -0.723 -1.740
C -3.321 1.339 -0.916
C -4.851 1.131 -0.828
P -0.364 1.339 -1.306
C 1.363 1.505 -0.667
O -0.248 0.569 -2.767
O -3.335 2.744 2.846
C -4.582 2.987 3.545
C -5.333 4.128 2.831
H -0.646 0.264 5.219
H -0.856 0.802 6.854
H 0.721 1.032 6.016
H -1.779 2.727 5.921
H -0.101 3.133 5.640
H -1.654 -0.478 2.957
H -3.023 0.058 1.936
H -1.013 1.812 1.181
H 0.004 0.445 1.635
H 1.391 -4.226 -1.885
H 2.631 -3.336 -0.934
H 1.191 -2.528 -1.606
H 0.834 -5.856 -0.125
H -0.676 -5.072 -0.508
H -0.273 -5.232 1.170
H -3.265 -0.576 0.138
H -3.108 1.474 -1.969
H -2.972 2.173 -0.318
H -5.085 0.609 0.101
H -5.139 0.457 -1.635
H -5.393 2.072 -0.922
H 1.333 2.184 0.181
H 2.031 1.862 -1.438
H 1.682 0.530 -0.294
H -0.429 1.242 -3.433
H -5.196 2.099 3.482
H -4.390 3.289 4.565
H -6.353 3.814 2.643
H -5.356 4.982 3.501
H -4.858 4.388 1.893
C 7.736 1.964 0.254
C 6.277 2.074 -0.105
C 5.584 0.757 -0.344
O 4.527 1.134 -1.238
C 4.953 2.232 -1.918
O 4.393 2.693 -2.860
O 6.094 2.721 -1.382
H 8.205 2.947 0.241
H 7.857 1.532 1.246
H 8.277 1.348 -0.468
H 5.752 2.665 0.644
H 5.184 0.317 0.566
H 6.218 0.024 -0.851
C 11.786 -3.040 -0.715
C 10.982 -1.774 -0.871
C 10.944 -1.219 -2.272
O 10.726 0.179 -2.034
C 11.249 0.462 -0.813
O 11.399 1.557 -0.381
O 11.579 -0.678 -0.153
H 11.912 -3.282 0.338
H 11.295 -3.876 -1.210
H 12.784 -2.926 -1.135
H 9.972 -1.919 -0.475
H 10.141 -1.637 -2.875
H 11.891 -1.336 -2.804
C -3.618 -3.548 -1.289
C -4.958 -4.236 -1.254
C -5.595 -4.283 0.108
O -6.422 -5.452 0.004
C -5.841 -6.275 -0.909
O -6.170 -7.398 -1.107
O -4.835 -5.637 -1.566
H -3.136 -3.700 -2.256
H -3.721 -2.483 -1.117
H -2.953 -3.962 -0.531
H -5.630 -3.789 -1.994
H -6.193 -3.402 0.330
H -4.873 -4.439 0.913
C 16.053 -7.374 1.727
C 15.609 -6.305 0.760
C 14.861 -5.157 1.388
O 14.051 -4.692 0.298
C 13.836 -5.763 -0.518
O 13.063 -5.782 -1.416
O 14.627 -6.807 -0.161
H 16.427 -8.244 1.187
H 16.842 -7.001 2.380
H 15.220 -7.716 2.342
H 16.462 -5.950 0.175
H 15.518 -4.366 1.744
H 14.200 -5.467 2.201
C -6.523 -5.393 -5.350
C -7.390 -4.164 -5.454
C -7.468 -3.566 -6.836
O -7.748 -2.190 -6.550
C -7.228 -1.920 -5.323
O -7.131 -0.835 -4.857
O -6.838 -3.068 -4.704
H -6.371 -5.667 -4.305
H -6.980 -6.236 -5.868
H -5.535 -5.216 -5.776
H -8.387 -4.371 -5.053
H -8.255 -4.003 -7.446
H -6.521 -3.620 -7.378
C -6.798 7.109 -2.325
C -7.385 6.087 -1.385
C -7.413 6.509 0.061
O -7.377 5.243 0.737
C -6.745 4.368 -0.085
O -6.395 3.275 0.233
O -6.567 4.900 -1.314
H -6.649 6.674 -3.314
H -7.459 7.970 -2.417
H -5.821 7.449 -1.976
H -8.371 5.783 -1.732
H -8.311 7.064 0.325
H -6.533 7.085 0.358
C -9.713 1.446 -2.640
C -10.589 2.653 -2.408
C -11.532 2.981 -3.539
O -11.717 4.396 -3.373
C -10.600 4.875 -2.777
O -10.333 6.028 -2.651
O -9.811 3.861 -2.341
H -8.946 1.378 -1.868
H -10.306 0.532 -2.628
H -9.193 1.515 -3.597
H -11.126 2.550 -1.461
H -12.481 2.456 -3.467
H -11.096 2.804 -4.524
C 3.645 4.535 7.445
C 3.888 4.433 5.960
C 2.817 3.701 5.194
O 3.544 3.204 4.064
C 4.834 3.050 4.460
O 5.669 2.488 3.830
O 5.039 3.621 5.673
H 4.532 4.917 7.950
H 2.808 5.202 7.654
H 3.430 3.556 7.875
H 4.067 5.427 5.541
H 2.004 4.351 4.878
H 2.404 2.848 5.739
*
```